<A>
{"formula": "H80O40", "method": "the ωB97M-V functional and the def2-TZVPD basis", "elements": ["H", "H", "O", "H", "H", "O", "H", "H", "O", "H", "H", "O", "H", "H", "O", "H", "O", "H", "O", "H", "H", "O", "H", "H", "O", "H", "H", "O", "H", "H", "O", "H", "O", "H", "H", "O", "H", "H", "O", "H", "H", "O", "H", "H", "O", "H", "H", "O", "H", "H", "O", "H", "O", "H", "H", "O", "H", "O", "H", "H", "O", "H", "H", "O", "H", "H", "O", "H", "H", "O", "H", "H", "O", "H", "H", "O", "H", "H", "O", "H", "H", "O", "H", "H", "O", "H", "H", "O", "H", "O", "H", "H", "O", "H", "H", "H", "H", "H", "H", "O", "H", "H", "O", "H", "H", "O", "H", "H", "O", "H", "H", "O", "H", "H", "O", "H", "H", "O", "H", "H"], "xyz": [[-1.682, 4.973, 3.995], [-1.377, 4.111, 2.894], [-1.852, 4.094, 3.650], [-4.251, -0.876, 1.752], [-5.030, 0.343, 1.340], [-5.067, -0.528, 1.538], [1.447, -2.202, -0.074], [0.099, -2.676, -0.062], [0.630, -2.144, -0.603], [1.516, -3.887, -3.198], [0.118, -3.816, -2.216], [0.941, -4.360, -2.587], [-1.599, -1.118, -4.672], [-1.219, -1.963, -3.532], [-1.004, -1.922, -4.379], [-1.518, 2.390, 5.097], [-1.147, 1.711, 4.571], [0.123, 2.775, -0.250], [0.074, 3.750, -0.053], [0.378, 5.388, 1.151], [1.143, 4.852, 2.346], [0.823, 5.526, 1.881], [-2.588, -2.797, 5.560], [-1.162, -2.468, 4.952], [-1.978, -2.949, 4.883], [6.223, 0.638, -1.061], [6.403, 2.113, -0.689], [5.829, 1.485, -1.168], [0.745, 6.133, -2.118], [0.794, 5.285, -3.444], [0.760, 5.271, -2.455], [0.249, 1.493, 2.562], [0.015, 0.927, 1.834], [-3.137, 1.540, -4.809], [-2.877, 0.038, -5.447], [-2.505, 0.782, -4.970], [-4.652, 1.149, 4.969], [-5.678, 0.367, 4.130], [-4.996, 0.918, 4.114], [-3.481, 3.623, 0.545], [-3.620, 4.987, 0.132], [-3.177, 4.159, -0.126], [1.509, 1.970, -2.651], [2.941, 2.630, -2.566], [2.282, 2.114, -2.119], [4.086, 2.183, 3.871], [5.394, 2.558, 2.937], [4.946, 1.867, 3.614], [0.232, -5.841, 3.189], [1.496, -4.850, 3.338], [0.773, -5.362, 3.776], [-1.767, 0.283, 5.710], [-2.700, 0.098, 6.008], [-6.255, -0.552, -0.280], [-5.604, 0.680, -0.585], [-6.436, 0.276, -0.602], [4.784, 1.004, 1.577], [4.573, 1.835, 1.072], [2.079, 3.765, 0.658], [3.168, 2.695, 0.974], [2.341, 3.219, 1.341], [1.644, -4.186, 0.643], [0.609, -4.668, 1.683], [0.794, -4.125, 0.932], [1.791, 0.526, -4.282], [0.666, 1.193, -5.386], [1.515, 1.141, -5.032], [-5.795, -3.414, 0.301], [-4.747, -4.121, 1.017], [-4.860, -3.532, 0.316], [0.194, 3.343, -4.669], [1.379, 3.865, -5.570], [0.579, 4.222, -4.994], [-2.283, 1.837, -0.614], [-1.536, 2.204, 0.620], [-2.197, 1.702, 0.300], [4.545, -3.459, 3.103], [5.436, -2.423, 2.348], [5.257, -3.328, 2.570], [-0.484, -0.501, 2.371], [-1.033, -2.059, 2.816], [-1.084, -1.120, 3.059], [3.433, 0.292, 1.123], [1.935, 0.213, 1.526], [2.677, -0.309, 1.428], [5.030, -2.769, 0.454], [4.007, -1.749, 0.895], [4.932, -1.774, 0.446], [1.974, -4.014, -1.216], [2.816, -3.831, -0.603], [2.866, -0.416, -6.321], [3.019, -1.003, -4.969], [3.124, -1.275, -5.913], [-2.749, -0.527, 5.087], [-1.975, 1.282, 4.292], [4.801, 1.550, 0.091], [-0.179, 4.178, -0.901], [-0.059, 1.182, 0.931], [2.720, -2.979, -0.198], [3.417, -0.458, -3.326], [2.982, 0.267, -2.844], [3.865, -0.968, -2.539], [-5.341, -2.147, -2.381], [-5.919, -1.792, -1.787], [-4.721, -2.564, -1.808], [0.362, 0.795, -0.770], [0.942, 1.276, -1.268], [0.235, -0.126, -0.886], [-2.350, -2.258, 0.052], [-2.233, -2.704, 0.875], [-3.132, -2.423, -0.403], [-0.155, 1.509, -3.359], [-1.042, 0.934, -3.415], [-0.669, 2.413, -3.307], [-2.110, 0.061, -2.349], [-1.265, 0.220, -2.021], [-2.528, 0.971, -2.332], [-0.326, -6.505, 0.459], [-0.002, -5.634, 0.581], [-0.544, -6.797, -0.443]], "mulliken_charge": [0.283, 0.261, -0.557, 0.285, 0.285, -0.559, -0.191, 0.208, -0.056, 0.323, 0.317, -0.734, 0.272, 0.298, -0.588, 0.270, -0.588, -0.216, -0.057, 0.275, 0.300, -0.654, 0.277, 0.314, -0.612, 0.324, 0.326, -0.666, 0.251, 0.347, -0.554, 0.027, -0.344, 0.287, 0.282, -0.530, 0.303, 0.247, -0.525, 0.241, 0.255, -0.515, -0.138, 0.309, -0.696, 0.317, 0.343, -0.682, 0.295, 0.285, -0.616, 0.440, -0.729, 0.277, 0.285, -0.604, 0.458, -0.815, 0.317, 0.183, -0.505, 0.525, -0.122, -0.376, 0.195, 0.265, -0.602, 0.250, 0.220, -0.490, 0.232, 0.362, -0.743, 0.167, -0.054, -0.240, 0.291, 0.344, -0.624, 0.320, 0.173, -0.330, 0.307, -0.010, -0.447, 0.342, 0.311, -0.698, 0.492, -0.823, 0.322, 0.359, -0.660, 0.312, 0.284, 0.510, 0.199, -0.355, 0.181, -0.634, 0.394, 0.269, -0.597, 0.284, 0.317, 2.117, 0.133, -0.354, -0.177, 0.144, 0.011, -0.151, -0.316, 0.305, -0.328, 0.098, 0.263, -0.648, 0.545, 0.302], "gap_ev": 9.61, "total_charge": 0, "homo_energy_ev": -10.37}

---

<B>
{"formula": "H80O40", "method": "the ωB97M-V functional and the def2-TZVPD basis", "elements": ["H", "H", "O", "H", "H", "O", "H", "H", "O", "H", "H", "O", "H", "H", "O", "H", "O", "H", "O", "H", "H", "O", "H", "H", "O", "H", "H", "O", "H", "H", "O", "H", "O", "H", "H", "O", "H", "H", "O", "H", "H", "O", "H", "H", "O", "H", "H", "O", "H", "H", "O", "H", "O", "H", "H", "O", "H", "O", "H", "H", "O", "H", "H", "O", "H", "H", "O", "H", "H", "O", "H", "H", "O", "H", "H", "O", "H", "H", "O", "H", "H", "O", "H", "H", "O", "H", "H", "O", "H", "O", "H", "H", "O", "H", "H", "H", "H", "H", "H", "O", "H", "H", "O", "H", "H", "O", "H", "H", "O", "H", "H", "O", "H", "H", "O", "H", "H", "O", "H", "H"], "xyz": [[-5.316, 0.469, 2.267], [-4.134, -0.328, 2.240], [-4.858, -0.193, 2.800], [4.285, 2.039, -2.262], [4.765, 3.442, -1.529], [4.532, 2.833, -2.386], [-1.473, -2.647, -3.892], [-2.927, -3.141, -4.062], [-2.064, -3.448, -3.974], [-3.941, -2.964, 1.276], [-4.236, -1.479, 1.140], [-3.844, -2.138, 0.641], [-1.432, -4.379, 2.717], [-1.410, -4.113, 4.233], [-0.872, -4.221, 3.444], [3.625, -0.752, -3.410], [3.357, 0.186, -3.346], [1.832, 0.171, 5.695], [1.980, 1.069, 6.105], [-0.258, -3.126, -0.438], [-0.769, -4.343, -0.694], [-0.060, -4.049, -0.289], [-1.140, 2.006, -1.340], [-1.740, 0.847, -2.164], [-1.768, 1.261, -1.313], [-1.392, 1.775, 4.647], [-2.617, 1.215, 5.257], [-1.662, 1.073, 5.177], [4.934, -1.910, -2.507], [6.189, -1.099, -1.992], [5.475, -1.816, -1.724], [-1.838, 2.691, 1.741], [-1.226, 3.225, 1.134], [0.254, -0.501, -3.003], [0.547, -1.924, -3.305], [0.118, -1.109, -3.646], [4.717, 2.450, 3.383], [4.264, 3.845, 3.321], [4.768, 3.280, 3.037], [-1.119, -0.665, 1.398], [-1.192, -2.248, 1.582], [-0.759, -1.450, 1.697], [-4.644, 3.145, -3.976], [-3.610, 2.009, -3.764], [-3.777, 2.898, -3.500], [3.177, -4.773, 0.386], [4.098, -4.584, 1.536], [4.155, -4.955, 0.543], [1.388, 1.462, -2.927], [1.104, 1.501, -1.380], [0.768, 1.240, -2.191], [0.275, -6.411, 0.503], [0.830, -6.312, -0.275], [-2.793, 0.821, 0.472], [-3.659, 2.120, 0.553], [-3.381, 1.394, 1.153], [5.048, -1.813, 2.401], [5.827, -1.251, 2.257], [-1.441, 0.537, -4.689], [-0.919, 1.952, -4.631], [-1.728, 1.376, -4.935], [2.070, 4.956, 3.728], [2.356, 3.584, 3.838], [1.595, 4.188, 4.099], [-3.900, -0.984, 4.854], [-4.604, 0.408, 4.648], [-4.512, -0.211, 5.330], [0.423, -1.714, 4.779], [1.328, -1.893, 6.154], [0.998, -1.322, 5.512], [-3.380, -1.421, -2.305], [-2.469, -0.348, -2.622], [-2.552, -1.301, -2.778], [3.542, -4.321, -1.445], [2.965, -5.085, -2.601], [3.534, -4.410, -2.294], [2.378, 3.634, -3.126], [1.090, 3.134, -3.761], [2.129, 2.932, -3.749], [-5.118, 4.121, 0.458], [-5.967, 3.479, -0.520], [-5.227, 3.330, 0.051], [1.521, -0.154, -0.738], [2.787, -0.865, -0.692], [2.063, -0.502, -0.063], [-2.983, 3.779, -2.022], [-1.727, 4.758, -1.548], [-2.452, 4.132, -1.188], [2.281, 4.307, -0.589], [2.902, 3.720, -0.321], [0.274, -0.589, -5.483], [0.745, 0.656, -6.630], [0.953, -0.039, -6.022], [0.493, -5.643, -0.891], [2.744, 0.481, -4.049], [5.430, -0.556, 2.840], [1.347, 1.715, 5.951], [-1.591, 3.075, 0.184], [3.700, 4.386, -0.648], [4.375, 1.258, 4.831], [3.736, 1.353, 5.430], [4.039, 0.711, 4.192], [3.017, 0.244, 2.746], [3.756, 0.780, 2.211], [2.405, 0.353, 2.065], [-2.979, 5.205, 1.364], [-2.819, 5.794, 0.493], [-2.403, 4.548, 1.466], [-0.574, 3.798, -4.221], [-0.475, 4.049, -3.321], [-1.583, 3.502, -4.166], [-2.549, -5.211, -1.732], [-2.914, -4.691, -1.141], [-2.781, -4.858, -2.572], [-3.324, -5.029, 0.882], [-2.624, -5.513, 0.313], [-3.251, -5.691, 1.637], [-0.412, -1.527, -0.968], [0.512, -1.044, -0.961], [-0.636, -1.640, -0.074]], "mulliken_charge": [0.336, 0.299, -0.641, 0.220, 0.276, -0.558, 0.270, 0.304, -0.673, 0.310, 0.218, -0.518, 0.264, 0.307, -0.538, 0.160, -0.448, 0.409, -0.703, 0.097, 0.430, -0.350, -0.150, -0.377, 1.153, 0.287, 0.288, -0.552, 0.257, 0.324, -0.574, 0.331, -0.785, -0.387, 0.224, 0.222, 0.360, 0.162, -0.540, 0.157, 0.087, -0.379, 0.275, 0.275, -0.606, 0.278, 0.340, -0.635, -0.289, 0.057, 0.436, 0.261, -0.611, 0.292, 0.209, -0.682, 0.313, -0.630, 0.188, 0.503, -0.734, 0.299, 0.285, -0.568, 0.319, 0.311, -0.635, 0.300, 0.247, -0.632, 0.224, -0.204, -0.184, 0.249, 0.285, -0.527, 0.336, 0.250, -0.591, 0.254, 0.236, -0.518, 0.231, 0.342, -0.496, 0.217, 0.253, -0.397, 0.187, -0.506, 0.266, 0.265, -0.586, 0.377, 0.211, 0.353, 0.269, 0.235, 0.323, -0.632, 0.389, 0.350, -0.452, 0.372, 0.019, -0.613, 0.292, 0.437, -0.797, 0.297, 0.363, -0.595, 0.238, 0.268, -0.640, 0.302, 0.313, -0.187, 0.170, 0.006], "gap_ev": 9.35, "total_charge": 0, "homo_energy_ev": -10.55}

---

<C>
{"formula": "H80O40", "method": "the ωB97M-V functional and the def2-TZVPD basis", "elements": ["H", "H", "O", "H", "H", "O", "H", "H", "O", "H", "H", "O", "H", "H", "O", "H", "O", "H", "O", "H", "H", "O", "H", "H", "O", "H", "H", "O", "H", "H", "O", "H", "O", "H", "H", "O", "H", "H", "O", "H", "H", "O", "H", "H", "O", "H", "H", "O", "H", "H", "O", "H", "O", "H", "H", "O", "H", "O", "H", "H", "O", "H", "H", "O", "H", "H", "O", "H", "H", "O", "H", "H", "O", "H", "H", "O", "H", "H", "O", "H", "H", "O", "H", "H", "O", "H", "H", "O", "H", "O", "H", "H", "O", "H", "H", "H", "H", "H", "H", "O", "H", "H", "O", "H", "H", "O", "H", "H", "O", "H", "H", "O", "H", "H", "O", "H", "H", "O", "H", "H"], "xyz": [[0.563, 0.637, 0.281], [1.860, 0.229, -0.341], [0.913, 0.062, -0.434], [1.126, -0.799, 5.348], [2.236, -0.726, 6.333], [1.651, -1.356, 5.960], [-3.859, -1.711, -4.474], [-3.149, -1.654, -5.850], [-3.039, -1.851, -4.912], [-3.180, -4.495, 1.801], [-4.307, -4.947, 1.038], [-4.078, -4.863, 1.962], [2.916, 6.128, -1.145], [1.954, 5.484, 0.060], [2.656, 5.378, -0.620], [3.156, -3.685, -0.045], [3.218, -2.732, -0.172], [-5.734, 1.684, -0.011], [-4.790, 1.573, 0.277], [-3.246, -2.496, 5.326], [-1.973, -3.346, 4.890], [-2.426, -2.899, 5.582], [-0.623, 4.792, 0.348], [-0.133, 6.189, -0.041], [0.164, 5.380, 0.361], [0.817, -2.327, 0.866], [2.289, -2.079, 1.603], [1.356, -2.198, 1.714], [-4.535, -0.217, 2.652], [-3.679, -1.481, 2.087], [-4.149, -1.044, 2.797], [-3.118, -4.303, -2.688], [-3.439, -4.118, -1.858], [5.100, -2.624, -0.525], [5.864, -2.519, -1.842], [5.985, -2.490, -0.880], [-1.356, 4.172, -3.742], [-0.371, 3.247, -3.717], [-0.409, 4.181, -3.936], [1.560, -1.922, -3.930], [1.831, -1.468, -5.394], [1.350, -2.135, -4.877], [-4.438, 2.405, 4.707], [-4.534, 0.798, 4.349], [-4.110, 1.508, 4.851], [3.833, 0.169, -2.032], [4.280, 1.307, -3.022], [3.544, 0.920, -2.553], [-1.047, -1.174, -1.977], [-0.372, -1.511, -0.670], [-0.605, -1.894, -1.524], [0.728, 1.882, -4.902], [1.560, 1.704, -4.423], [-2.285, 2.192, -5.057], [-1.323, 2.933, -5.957], [-1.757, 2.104, -5.825], [3.822, -3.544, 4.362], [3.720, -2.652, 4.107], [3.090, -2.870, -4.969], [4.138, -1.891, -4.747], [3.893, -2.758, -4.452], [0.154, 3.223, 1.016], [0.951, 2.821, -0.189], [0.275, 2.443, 0.459], [2.818, 3.550, 4.860], [3.616, 2.538, 4.456], [3.778, 3.421, 4.844], [3.649, -0.116, 2.093], [2.822, -0.313, 3.096], [2.899, 0.384, 2.465], [1.463, 2.576, 2.908], [2.767, 3.253, 2.325], [1.866, 3.396, 2.686], [0.130, 0.240, -6.681], [-0.372, -0.996, -6.410], [0.154, -0.359, -5.909], [-2.427, 0.502, 5.688], [-1.139, -0.317, 5.347], [-1.472, 0.536, 5.664], [1.032, -4.461, -3.653], [1.437, -5.305, -2.361], [1.176, -4.439, -2.713], [-0.937, 1.319, -0.862], [-2.418, 0.940, -0.546], [-1.745, 0.872, -1.247], [-0.066, -5.625, 3.710], [0.376, -4.369, 2.791], [0.627, -5.026, 3.438], [0.628, 2.885, 4.829], [0.611, 1.983, 5.197], [3.186, -0.242, -5.639], [3.245, 0.525, -4.218], [3.716, 0.267, -5.030], [1.201, 0.817, -4.178], [2.311, -2.319, -0.139], [3.215, -1.996, 4.610], [-4.583, 2.244, 0.931], [-3.247, -3.678, -1.053], [-0.347, 1.783, 5.189], [-1.801, 3.836, 0.635], [-2.545, 4.005, 1.234], [-1.844, 3.255, -0.119], [-2.946, 2.134, -2.834], [-2.965, 2.483, -1.947], [-2.737, 1.191, -2.770], [-1.875, -0.542, 1.920], [-1.234, -1.269, 1.851], [-1.663, 0.243, 1.395], [4.030, 3.401, 0.004], [4.292, 4.333, -0.052], [3.605, 3.183, -0.820], [-2.945, 1.769, 2.140], [-3.805, 1.418, 2.357], [-2.276, 1.126, 2.454], [-5.178, -0.095, -2.131], [-5.159, 0.185, -1.242], [-4.952, 0.666, -2.678], [0.184, -4.623, 1.090], [0.530, -4.616, 0.167], [0.830, -5.316, 1.454]], "mulliken_charge": [0.053, 0.018, 0.342, 0.289, 0.346, -0.646, 0.294, 0.273, -0.557, 0.265, 0.327, -0.600, 0.235, 0.385, -0.575, 0.239, -0.546, 0.280, -0.548, 0.308, 0.281, -0.602, 0.347, 0.255, -0.558, -0.020, 0.183, 0.093, 0.268, 0.241, -0.581, 0.286, -0.593, 0.392, 0.314, -0.628, 0.340, 0.237, -0.604, 0.428, 0.191, -0.789, 0.284, 0.333, -0.579, 0.270, 0.263, -0.561, 0.200, 0.039, -0.339, 0.241, -0.551, 0.273, 0.321, -0.569, 0.264, -0.608, 0.373, 0.343, -0.589, 0.146, 0.258, -0.749, 0.343, 0.303, -0.637, 0.345, 0.033, -0.449, 0.246, 0.346, -0.586, 0.253, 0.194, -0.401, 0.258, 0.258, -0.615, 0.248, 0.252, -0.483, 0.004, 0.098, 0.286, 0.283, 0.420, -0.662, 0.319, -0.568, 0.322, 0.424, -0.669, 0.293, 0.058, 0.332, 0.240, 0.287, 0.316, -0.651, 0.196, 0.265, -0.711, 0.250, 0.332, -0.399, 0.110, 0.351, -0.569, 0.311, 0.248, -0.412, 0.031, 0.274, -0.569, 0.274, 0.329, -0.616, 0.161, 0.370], "gap_ev": 9.35, "total_charge": 0, "homo_energy_ev": -10.45}

---

<D>
{"formula": "H80O40", "method": "the ωB97M-V functional and the def2-TZVPD basis", "elements": ["H", "H", "O", "H", "H", "O", "H", "H", "O", "H", "H", "O", "H", "H", "O", "H", "O", "H", "O", "H", "H", "O", "H", "H", "O", "H", "H", "O", "H", "H", "O", "H", "O", "H", "H", "O", "H", "H", "O", "H", "H", "O", "H", "H", "O", "H", "H", "O", "H", "H", "O", "H", "O", "H", "H", "O", "H", "O", "H", "H", "O", "H", "H", "O", "H", "H", "O", "H", "H", "O", "H", "H", "O", "H", "H", "O", "H", "H", "O", "H", "H", "O", "H", "H", "O", "H", "H", "O", "H", "O", "H", "H", "O", "H", "H", "H", "H", "H", "H", "O", "H", "H", "O", "H", "H", "O", "H", "H", "O", "H", "H", "O", "H", "H", "O", "H", "H", "O", "H", "H"], "xyz": [[0.015, 0.474, 0.850], [1.333, 1.281, 0.326], [0.538, 1.314, 0.661], [-2.193, -4.035, 2.549], [-3.587, -4.162, 2.332], [-3.008, -3.563, 2.848], [2.493, 2.974, -3.338], [3.097, 1.555, -3.731], [2.607, 2.317, -4.129], [1.946, -0.379, -5.464], [0.716, -0.707, -5.041], [1.412, -1.217, -5.348], [1.706, -2.911, 3.751], [2.493, -3.395, 5.197], [1.674, -3.440, 4.721], [-1.260, -1.607, -3.498], [-0.556, -1.667, -2.835], [-4.603, 2.444, 4.121], [-3.989, 3.090, 4.000], [-0.616, -1.864, 0.614], [-1.797, -0.814, 0.909], [-0.804, -0.956, 0.725], [0.364, 4.120, 3.345], [0.600, 4.421, 4.779], [1.081, 4.192, 3.968], [-3.592, 2.652, 1.458], [-2.552, 3.201, 0.751], [-3.097, 2.395, 0.624], [-3.110, -3.386, -4.576], [-3.651, -2.200, -5.367], [-3.536, -2.591, -4.577], [-4.895, 0.353, -1.358], [-4.015, 0.127, -1.673], [5.408, -2.887, 0.731], [5.310, -4.273, 1.171], [5.772, -3.539, 1.322], [5.050, 4.286, -1.327], [5.314, 4.244, 0.194], [5.282, 3.827, -0.613], [3.843, -1.675, -3.552], [2.600, -2.135, -4.241], [3.568, -2.034, -4.403], [-4.459, -0.182, 3.311], [-5.856, -0.294, 2.681], [-5.347, 0.080, 3.407], [3.211, 0.056, 0.884], [4.212, 0.841, -0.010], [3.371, 0.519, 0.125], [-0.809, -1.651, -6.515], [-0.761, -3.173, -5.977], [-1.468, -2.304, -6.021], [1.759, 2.491, 3.997], [2.260, 1.642, 3.809], [5.748, 0.194, -1.944], [6.042, 0.027, -3.459], [6.231, -0.221, -2.660], [-3.741, -3.510, -0.373], [-3.245, -3.170, 0.532], [2.265, -3.687, -4.622], [2.340, -3.805, -3.183], [2.395, -4.255, -4.007], [0.049, 3.487, 1.662], [-0.237, 2.409, 2.447], [-0.508, 3.288, 2.326], [-1.341, -2.469, 3.292], [-0.232, -3.300, 3.824], [-0.606, -2.993, 2.907], [1.319, -2.798, 1.243], [1.206, -4.253, 1.857], [1.763, -3.511, 1.890], [0.133, -0.380, 5.357], [0.780, 0.875, 5.861], [-0.073, 0.268, 5.960], [0.067, 1.886, -1.862], [0.871, 1.764, -3.098], [-0.006, 1.378, -2.827], [-2.972, -1.435, 4.819], [-2.531, 0.167, 5.377], [-2.399, -0.550, 4.676], [0.435, -5.365, -2.008], [-0.736, -6.253, -1.749], [-0.417, -5.331, -1.527], [-0.574, 4.663, -0.802], [-0.441, 3.007, -0.212], [-0.034, 4.002, -0.260], [-3.004, -1.405, 2.456], [-4.233, -0.573, 1.515], [-3.397, -0.662, 1.862], [1.160, -1.568, 3.526], [1.573, -1.106, 2.763], [1.169, -1.966, -2.591], [1.231, -3.167, -1.758], [1.639, -2.377, -1.890], [2.299, 1.724, 2.935], [-0.757, -1.135, -2.075], [-3.019, -2.241, 0.165], [-3.033, 2.861, 3.942], [-4.328, -0.677, -2.168], [2.000, -0.139, 2.828], [2.207, 3.045, -1.766], [1.353, 3.536, -1.783], [2.390, 2.922, -0.809], [2.725, 5.066, -3.772], [1.961, 4.679, -4.155], [2.385, 5.403, -3.001], [-5.396, 1.075, 0.153], [-6.231, 1.608, 0.412], [-4.678, 1.643, 0.404], [5.715, 0.627, 1.368], [5.798, -0.015, 2.229], [5.813, -0.038, 0.603], [-1.104, 1.471, 3.834], [-0.471, 0.785, 4.144], [-1.716, 0.802, 3.470], [-2.478, 4.718, -2.781], [-2.735, 5.060, -3.470], [-2.937, 3.866, -2.642], [-4.406, 1.742, -3.443], [-4.701, 1.237, -2.656], [-3.821, 1.225, -3.852]], "mulliken_charge": [0.104, -0.336, 1.180, 0.305, 0.295, -0.634, 0.419, 0.311, -0.743, 0.335, 0.272, -0.599, 0.368, 0.271, -0.663, 0.236, -0.571, 0.286, -0.680, 0.119, -0.283, 0.054, 0.306, 0.294, -0.736, 0.289, 0.235, -0.770, 0.260, 0.249, -0.527, 0.352, -0.750, 0.296, 0.275, -0.576, 0.273, 0.277, -0.533, 0.420, 0.085, -0.627, 0.467, 0.275, -0.690, 0.258, 0.166, -0.451, 0.289, 0.347, -0.627, 0.475, -0.639, 0.302, 0.262, -0.594, 0.308, -0.406, 0.321, 0.374, -0.591, 0.645, 0.252, -0.766, 0.291, 0.395, -0.661, 0.208, 0.290, -0.515, 0.318, 0.366, -0.650, 0.277, 0.450, -0.613, 0.322, 0.264, -0.583, 0.293, 0.270, -0.561, 0.277, 0.081, -0.666, 0.254, 0.031, -0.256, 0.048, -0.343, 0.413, 0.144, -0.334, 0.134, 0.139, 0.127, 0.315, 0.334, 0.086, -0.575, 0.314, 0.137, -0.621, 0.320, 0.288, -0.673, 0.314, 0.524, -0.658, 0.351, 0.307, -0.389, -0.128, 0.384, -0.539, 0.193, 0.355, -0.666, 0.455, 0.246], "gap_ev": 9.89, "total_charge": 0, "homo_energy_ev": -10.31}

---

Relative energy of each structure, in kcal/mol: <A> 44.9; <B> 121.4; <C> 0.0; <D> 129.6.